Below is 2 unconnected molecules or ions with the total composition C4H7NO, with properties calculated with ωB97M-V/def2-TZVPD.

Output
Total charge: 0
HOMO energy (alpha / beta): -7.943 / -7.908 eV
HOMO-LUMO gap (alpha / beta): 8.037 / 7.974 eV

```
13
C4H7NO | the Open Molecules 2025 dataset | ωB97M-V/def2-TZVPD
O 0.208 1.043 0.105
N -1.931 -2.029 0.572
C 1.626 -0.855 0.393
C -1.846 -0.893 0.374
C -0.853 1.756 -0.353
C 0.619 -0.068 -0.362
H 1.797 -0.409 1.375
H 0.242 -0.382 -1.335
H -1.829 0.218 0.201
H 2.579 -0.904 -0.148
H 1.264 -1.881 0.528
H -1.024 1.655 -1.426
H -0.852 2.750 0.076
```

---

Below is 2 unconnected molecules or ions with the total composition C4H9NO2, with properties calculated with ωB97M-V/def2-TZVPD.

Output
Total charge: 0
HOMO energy: -9.164 eV
HOMO-LUMO gap: 9.237 eV

```
16
C4H9NO2 | the Open Molecules 2025 dataset | ωB97M-V/def2-TZVPD
O 1.687 0.145 -1.028
O -0.457 -0.667 -1.253
N -0.136 0.621 0.486
C 0.999 -1.583 0.469
C -2.030 0.230 -0.231
C 0.388 1.734 0.762
C 0.533 -0.421 -0.400
H 1.343 -2.380 -0.189
H 1.435 1.933 0.531
H 1.377 0.401 -1.906
H 1.817 -1.286 1.128
H 0.164 -1.950 1.066
H -2.340 0.292 -1.262
H -2.271 -0.696 0.267
H -2.287 1.112 0.343
H -0.220 2.514 1.216
```

---

Below is C2H6O2 in the gas phase, with properties calculated with ωB97M-V/def2-TZVPD.

Output
Total charge: 0
SMILES: OCCO
HOMO energy: -9.743 eV
HOMO-LUMO gap: 10.403 eV

```
10
C2H6O2 | the Open Molecules 2025 dataset | ωB97M-V/def2-TZVPD
O 0.085 1.356 0.125
O -1.048 -0.618 -0.451
C 0.902 0.201 -0.033
C 0.015 -1.012 0.275
H -0.434 -1.094 1.348
H 0.581 -1.980 -0.038
H 0.860 0.276 -1.286
H 0.335 1.562 1.157
H -1.019 0.342 -0.487
H 1.882 -0.148 0.462
```

---

Below is a molecular structure, C6H8OS, with properties calculated with ωB97M-V/def2-TZVPD.

Output
Total charge: 0
HOMO energy: -8.297 eV
HOMO-LUMO gap: 8.888 eV

```
16
C6H8OS | the Open Molecules 2025 dataset | ωB97M-V/def2-TZVPD
S 3.261 -0.262 -0.005
O 0.964 -1.389 -0.078
C -0.934 -0.249 -1.034
C -0.542 0.818 -0.040
C 1.637 -0.279 0.008
C -0.824 -0.273 1.078
C -0.473 -1.231 0.004
C 0.960 1.136 0.012
H -0.188 -0.265 1.929
H -0.795 -2.231 0.070
H -2.062 -0.339 -1.101
H 1.324 1.969 0.727
H -1.808 -0.335 1.531
H -1.323 1.678 -0.048
H 1.269 1.592 -1.032
H -0.466 -0.339 -2.022
```

---

Below is a gas-phase ion, C3H6N4 (charge +2), with properties calculated with ωB97M-V/def2-TZVPD.

Output
Total charge: +2
SMILES: NC(=[NH2+])[C@H]1[C@@H]2N=[N+]21
HOMO energy: -20.937 eV
HOMO-LUMO gap: 9.079 eV

```
13
C3H6N4 | the Open Molecules 2025 dataset | ωB97M-V/def2-TZVPD
N -1.055 1.379 -0.184
N 2.733 -0.048 -0.037
N -1.605 -0.846 0.110
N 1.757 0.702 0.118
C 1.778 -0.953 -0.355
C -0.753 0.137 0.072
C 0.701 -0.148 0.421
H -1.967 1.686 -0.485
H 0.750 -0.268 1.462
H -2.635 -0.663 0.026
H -1.140 -1.774 0.173
H 1.802 -1.427 -1.370
H -0.366 2.224 0.050
```

---

Below is 2 unconnected molecules or ions with the total composition CClFO2, with properties calculated with ωB97M-V/def2-TZVPD.

Output
Total charge: 0
HOMO energy (alpha / beta): -10.266 / -8.915 eV
HOMO-LUMO gap (alpha / beta): 9.283 / 7.478 eV

```
5
CClFO2 | the Open Molecules 2025 dataset | ωB97M-V/def2-TZVPD
Cl -0.771 -1.240 -1.033
F -0.979 1.129 1.180
O 1.576 -0.842 0.098
O -0.333 1.588 0.060
C 0.507 -0.635 -0.304
```

---

no.,calculated total energy (Eh)
1,-286.45584
2,-362.90525
3,-230.17088
4,-706.77434
5,-336.06396
6,-748.39793